No. 1
ORCA calculation (ωB97M-V/def2-TZVPD) on a molecular structure, C37H39CsN10O6S.

Element x y z (Å)
Cs -0.2297 0.1163 0.0207
O -0.5211 2.4479 -4.3249
C -0.5839 1.5709 -3.4665
N 0.4080 0.9614 -2.7885
C 1.6178 0.7811 -3.3470
O 1.9317 0.6518 -4.5275
C 2.7847 0.7019 -2.3476
C 4.0136 1.1881 -2.7952
C 5.0850 1.2026 -1.9228
C 4.9075 0.7230 -0.6321
C 3.6531 0.2550 -0.2786
N 2.6152 0.2426 -1.1101
C -1.9957 1.1143 -3.0891
C -2.9057 0.9515 -4.1335
C -4.1725 0.4809 -3.8473
C -4.5034 0.2008 -2.5284
C -3.5414 0.4059 -1.5538
N -2.3198 0.8583 -1.8239
H 4.0865 1.5288 -3.8175
H 6.0485 1.5825 -2.2418
H 5.7144 0.7137 0.0885
H 3.4698 -0.1257 0.7219
H -2.5889 1.1961 -5.1371
H -4.8935 0.3260 -4.6412
H -5.4792 -0.1809 -2.2575
H -3.7541 0.1920 -0.5109
C -0.1782 3.9760 3.9694
C -0.0337 3.1550 2.7128
N -0.4556 1.9455 2.6010
N -1.0961 1.4195 3.6899
C -1.3058 0.1086 3.5454
O -0.9240 -0.6388 2.6220
C -2.1133 -0.5152 4.6641
C -2.4078 -1.8722 4.5971
C -3.1597 -2.4838 5.5903
C -3.6268 -1.7422 6.6663
C -3.3354 -0.3853 6.7418
C -2.5838 0.2234 5.7476
C 0.6273 3.7900 1.5417
C 1.2270 5.0491 1.6736
C 1.8222 5.6443 0.5746
C 1.8094 4.9820 -0.6399
C 1.1998 3.7351 -0.6866
N 0.6318 3.1534 0.3613
H -0.7590 3.4132 4.6922
H -0.6755 4.9282 3.7648
H 0.7980 4.2046 4.4078
H -2.0330 -2.4294 3.7488
H -3.3783 -3.5426 5.5223
H -4.2139 -2.2189 7.4424
H -3.6973 0.1996 7.5795
H -2.3506 1.2784 5.7870
H 1.2282 5.5554 2.6276
H 2.2882 6.6185 0.6692
H 2.2501 5.4043 -1.5326
H 1.1573 3.1739 -1.6156
C -0.3784 -3.8948 -3.8985
N -0.4034 -3.4869 -2.5098
C 0.7959 -2.8282 -2.0379
C -1.5261 -3.4631 -1.7521
N -1.6218 -2.6680 -0.7387
N -2.5217 -4.3603 -2.1725
C -2.1602 -5.7778 -2.2588
C -3.8343 -4.1585 -1.6115
H 0.0312 -3.0762 -4.4995
H -1.3883 -4.1031 -4.2436
H 0.2455 -4.7851 -4.0160
H 1.6610 -3.3783 -2.4155
H 0.8176 -2.8497 -0.9512
H 0.8467 -1.7887 -2.3771
H -2.4215 -2.9322 -0.1731
H -1.1192 -5.9164 -2.5416
H -2.8019 -6.2686 -2.9957
H -2.3082 -6.2828 -1.2974
H -3.9109 -4.4807 -0.5603
H -4.5485 -4.7513 -2.1862
H -4.1172 -3.1068 -1.6748
N 1.4402 -2.5441 2.3374
C 1.4973 -3.6444 1.4808
C 2.6945 -4.0096 0.8635
C 2.7463 -5.0859 -0.0110
C 1.6084 -5.8299 -0.2820
C 0.4265 -5.4945 0.3633
C 0.3655 -4.4193 1.2343
S 1.6230 -7.1403 -1.4996
O 0.7166 -8.1553 -0.9730
O 3.0146 -7.5574 -1.5991
O 1.1190 -6.5026 -2.7198
H 0.5283 -2.1025 2.4188
H 2.1398 -1.8459 2.1345
H 3.5915 -3.4276 1.0512
H 3.6754 -5.3513 -0.4979
H -0.4598 -6.0853 0.1764
H -0.5764 -4.1485 1.6975

As for the gap between HOMO and LUMO: 6.57 eV. The calculation puts the maximum force at 0.58 eV/A. The net charge is -2. Its energy relative to the best compared isomer or geometry (same formula, charge and spin) is 11.2 kcal per mole. As for the highest occupied orbital energy: -3.04 eV.



No. 2
ORCA calculation (ωB97M-V/def2-TZVPD) on a molecular structure, C37H39N4O6PRuSe2.

Element x y z (Å)
Ru -0.1723 -0.0383 0.4188
O -0.1486 0.4460 2.4567
C -1.1568 0.7196 3.1132
C -2.5287 0.6075 2.7103
C -3.4835 1.0298 3.6473
C -4.8153 0.9053 3.3677
C -5.2533 0.3416 2.1654
C -4.3384 -0.0803 1.2395
C -2.9481 0.0507 1.4663
O -2.1408 -0.4018 0.5537
N -5.8008 1.3624 4.3510
O -6.9738 1.2657 4.0532
O -5.3831 1.8072 5.4016
H -0.9896 1.0774 4.1368
H -3.1751 1.4473 4.5967
H -6.3157 0.2531 1.9871
H -4.6531 -0.5186 0.3033
Se 0.0649 -0.5787 -2.0240
P 2.1276 -1.0343 -1.4769
Se 2.3665 -0.1245 0.4946
C 2.4583 -2.8166 -1.4404
C 1.7775 -3.6734 -2.3025
C 2.1116 -5.0190 -2.3392
C 3.1239 -5.5070 -1.5238
C 3.7983 -4.6543 -0.6603
C 3.4632 -3.3102 -0.6113
C 3.3037 -0.3711 -2.6795
C 4.6505 -0.2966 -2.3317
C 5.5762 0.1602 -3.2541
C 5.1620 0.5375 -4.5258
C 3.8214 0.4616 -4.8734
C 2.8884 0.0095 -3.9502
H 0.9868 -3.2898 -2.9363
H 1.5819 -5.6856 -3.0067
H 3.3832 -6.5569 -1.5571
H 4.5797 -5.0376 -0.0176
H 3.9719 -2.6490 0.0802
H 4.9756 -0.5761 -1.3360
H 6.6209 0.2258 -2.9815
H 5.8875 0.8924 -5.2456
H 3.4995 0.7541 -5.8642
H 1.8403 -0.0470 -4.2186
C 0.8485 -4.8203 1.6703
C -0.2755 -4.0091 2.3178
C -1.6370 -4.4808 1.8087
C -0.2161 -4.1533 3.8346
N -0.1535 -2.5535 2.0687
N -0.2305 -2.1640 0.6907
H 0.7286 -5.8811 1.8931
H 1.8231 -4.5034 2.0479
H 0.8548 -4.7257 0.5817
H -1.8493 -5.4776 2.1945
H -1.6724 -4.5469 0.7184
H -2.4263 -3.8081 2.1493
H -0.2848 -5.2032 4.1191
H -1.0357 -3.6074 4.3013
H 0.7265 -3.7626 4.2261
H 0.7490 -2.2164 2.3951
H -1.1817 -2.3433 0.3775
H 0.3959 -2.7068 0.0951
C -1.3421 5.6595 0.3568
O -1.0922 4.7545 -0.7126
C -2.1018 3.9643 -1.1254
C -3.3922 3.9830 -0.6090
C -4.3696 3.1671 -1.1550
C -4.0824 2.3135 -2.2098
C -2.7956 2.2746 -2.7139
C -1.8098 3.0830 -2.1710
N -0.5318 3.0801 -2.7851
C 0.6926 3.1954 -2.3320
C 1.2433 3.2489 -1.0367
C 2.5137 3.8793 -0.9682
C 3.1204 4.1279 0.2283
C 2.4730 3.7288 1.4079
C 1.2768 3.0586 1.3821
C 0.6360 2.7454 0.1615
O -0.4260 1.9903 0.1466
H -0.4173 6.2093 0.5016
H -1.5918 5.1178 1.2714
H -2.1461 6.3525 0.1040
H -3.6422 4.6469 0.2052
H -5.3710 3.2092 -0.7514
H -4.8523 1.6899 -2.6417
H -2.5476 1.6168 -3.5392
H -0.5865 2.9954 -3.7906
H 1.4102 3.3151 -3.1393
H 2.9842 4.2011 -1.8904
H 4.0777 4.6273 0.2704
H 2.9435 3.9317 2.3624
H 0.8193 2.7083 2.2964

As for the gap between HOMO and LUMO (alpha / beta): 7.55 / 7.30 eV. The calculation puts the maximum force at 0.86 eV/A. The net charge is +1. Its energy relative to the best compared isomer or geometry (same formula, charge and spin) is 0.0 kcal per mole. Its spin multiplicity is 2. As for the highest occupied orbital energy (alpha / beta): -10.69 / -10.68 eV.



No. 3
ORCA calculation (ωB97M-V/def2-TZVPD) on a molecular structure, C37H40AsNP2Re at a distorted geometry.

Element x y z (Å)
C -1.8306 3.0020 -4.3303
C -1.6517 1.7746 -3.6887
C -0.3216 1.2928 -3.5997
C 0.7662 2.2292 -3.6685
C 0.5516 3.4716 -4.3249
C -0.7275 3.7767 -4.7575
C 2.0236 1.7839 -3.2185
C 2.3063 0.4370 -3.5018
C 1.2061 -0.4654 -3.4794
C 1.4634 -1.8695 -3.4574
C 2.7382 -2.2905 -3.8671
C 3.7425 -1.3692 -4.1948
C 3.5748 -0.0225 -3.9259
H -2.8458 3.3219 -4.5320
H 1.4269 4.1055 -4.5156
H -0.9043 4.6839 -5.3353
H 2.7875 2.4854 -2.8688
H 2.9131 -3.3553 -3.9433
H 4.6906 -1.7221 -4.5821
H 4.3626 0.7305 -4.0781
N -0.0673 -0.0211 -3.3231
Re 0.0771 0.1933 -0.7518
C -2.6893 1.0312 -2.8864
H -2.8504 0.0539 -3.3164
H -3.6195 1.6042 -2.8307
C 0.4250 -2.7171 -2.7979
H -0.4993 -2.6967 -3.3621
H 0.7629 -3.7505 -2.6807
P -2.0597 0.7846 -1.1371
P 0.0628 -2.0392 -1.1040
C 1.2763 -3.0052 -0.1131
H 1.0156 -2.9457 0.9511
H 1.2141 -4.0444 -0.4654
H 2.2901 -2.6135 -0.2766
C -1.4942 -2.9269 -0.7402
H -1.2423 -3.9961 -0.7016
H -1.9007 -2.6147 0.2289
H -2.2205 -2.7529 -1.5470
C -2.4619 2.4103 -0.3851
H -3.5126 2.6358 -0.6078
H -2.2974 2.3679 0.6994
H -1.8147 3.1791 -0.8239
C -3.4492 -0.2453 -0.5699
H -3.2778 -0.6004 0.4458
H -4.3494 0.3739 -0.5909
H -3.5813 -1.0998 -1.2384
H 1.1403 1.2387 -1.3562
H 1.3514 1.0299 0.0890
C 0.1466 3.7279 4.6432
C 0.5704 3.9180 3.3206
C 0.4872 2.8736 2.3934
C -0.0113 1.6329 2.8091
C -0.4312 1.4328 4.1259
C -0.3577 2.4859 5.0450
As 0.0864 0.1020 1.6051
C 1.7564 -0.6500 2.3451
C 2.9579 -0.5436 1.6478
C 4.1434 -0.9753 2.2390
C 4.1328 -1.4848 3.5387
C 2.9270 -1.5637 4.2483
C 1.7273 -1.1425 3.6509
C -1.3159 -0.9472 2.4263
C -1.1353 -2.3075 2.6974
C -2.2109 -3.0524 3.2099
C -3.4484 -2.4355 3.4386
C -3.6074 -1.0712 3.1807
C -2.5354 -0.3226 2.6939
H 0.2074 4.5579 5.3559
H 0.9755 4.8860 2.9971
H 0.8268 2.9912 1.3649
H -0.8043 0.4612 4.4569
H -0.6915 2.3361 6.0768
H 2.9642 -0.1324 0.6428
H 5.0706 -0.8998 1.6704
H 5.0691 -1.8052 4.0037
H 2.9187 -1.9489 5.2769
H 0.7860 -1.2116 4.2095
H -0.1601 -2.7820 2.5602
H -2.0711 -4.1146 3.4468
H -4.2871 -3.0191 3.8224
H -4.5584 -0.5769 3.3764
H -2.6277 0.7475 2.5418

As for the gap between HOMO and LUMO (alpha / beta): 5.07 / 4.97 eV. The calculation puts the maximum force at 3.28 eV/A. The net charge is +2. Its spin multiplicity is 4. As for the highest occupied orbital energy (alpha / beta): -11.96 / -13.75 eV.



No. 4
ORCA calculation (ωB97M-V/def2-TZVPD) on a molecular structure, C37H40BF3O2 at a distorted geometry.

Element x y z (Å)
C -3.4675 3.2483 -1.2845
C -2.2191 4.1194 -1.3306
C -2.3511 5.1417 -2.4523
C -1.8039 4.6667 0.1231
C -0.9281 5.9400 0.0776
C -2.9301 4.8284 1.1196
O -0.9742 3.5990 0.6296
B -0.3345 3.2339 -0.5407
C 1.1889 3.0865 -0.5658
C 1.9273 3.1842 0.6317
C 3.2850 3.4715 0.5705
C 3.8873 3.5868 -0.6696
C 5.3052 4.0550 -0.7348
F 5.9667 3.5671 -1.8272
F 5.3492 5.4221 -0.8119
F 6.0204 3.6900 0.3724
C 3.2152 3.3307 -1.8595
C 1.8553 3.0507 -1.8005
C -0.8633 -0.9140 -0.3976
C -0.1503 -0.2680 0.8244
C -0.1753 -0.3781 -1.6842
O -1.0967 3.2730 -1.6882
H -4.3539 3.8677 -1.1081
H -3.5995 2.7489 -2.2528
H -3.4016 2.4855 -0.4949
H -3.1492 5.8629 -2.2356
H -1.4112 5.6851 -2.6323
H -2.6236 4.6114 -3.3769
H -1.5322 6.8224 -0.1583
H -0.4951 6.0890 1.0760
H -0.0982 5.8735 -0.6470
H -3.5671 5.6671 0.8136
H -3.5298 3.9101 1.1929
H -2.5020 5.0446 2.1061
H 1.4387 3.0894 1.5991
H 3.8590 3.6279 1.4855
H 3.7344 3.3721 -2.8140
H 1.2945 2.8577 -2.7171
H -1.8869 -0.5183 -0.4338
H -0.8945 0.1701 1.5007
H 0.4125 -1.0465 1.3412
H 0.5521 0.5350 0.5480
H -0.8080 0.3740 -2.1790
H 0.7590 0.1432 -1.4384
H 0.0644 -1.1625 -2.4009
C 4.7360 -5.0794 1.1829
C 3.8760 -5.3276 0.1057
C 2.5760 -4.8145 0.1190
C 2.0703 -4.1315 1.2436
C 0.6717 -3.5943 1.2202
C 0.2348 -3.1316 0.0234
C -1.0286 -2.4037 -0.2607
C -1.7574 -2.9702 -1.4876
C -3.1561 -2.8870 -1.5195
C -3.8451 -3.2465 -2.6843
C -3.1472 -3.6292 -3.8438
C -1.7434 -3.6901 -3.8029
C -1.0636 -3.3991 -2.6148
C -0.1226 -3.6085 2.4963
C -1.1131 -2.6615 2.8439
C -1.7434 -2.6723 4.0956
C -1.4657 -3.6691 5.0308
C -0.4657 -4.6012 4.7242
C 0.1979 -4.5682 3.4911
C 2.9490 -3.8742 2.3178
C 4.2731 -4.3287 2.2727
H 5.7611 -5.4472 1.1612
H 4.1952 -5.9238 -0.7494
H 1.9213 -4.9954 -0.7356
H 0.8896 -3.2958 -0.8343
H -1.7247 -2.5681 0.5623
H -3.6726 -2.5495 -0.6159
H -4.9289 -3.1934 -2.7041
H -3.6779 -3.8380 -4.7705
H -1.1700 -3.9341 -4.6951
H 0.0309 -3.4914 -2.5891
H -1.3975 -1.8535 2.1685
H -2.4535 -1.8837 4.3410
H -1.9701 -3.6806 5.9990
H -0.1969 -5.3613 5.4559
H 0.9711 -5.3138 3.2950
H 2.5798 -3.3203 3.1801
H 4.9420 -4.1071 3.1018

As for the gap between HOMO and LUMO: 8.44 eV. The calculation puts the maximum force at 2.35 eV/A. Its energy relative to the best compared isomer or geometry (same formula, charge and spin) is 0.0 kcal per mole. As for the highest occupied orbital energy: -8.11 eV.